Entry 1:
Here is 13 unconnected molecules or ions with the total composition C13H52N20O13 in a non-equilibrium geometry from the Open Molecules 2025 dataset. Energies are from ωB97M-V/def2-TZVPD.

XYZ file:
```
98
Properties=species:S:1:pos:R:3:mulliken_charge:R:1
C 7.27999 -10.44065 -24.74880 -0.274
O 6.85620 -11.22286 -23.60701 -0.663
H 6.72165 -9.50485 -24.72910 0.061
H 8.34295 -10.26220 -24.56497 0.406
H 7.18306 -10.93665 -25.71099 0.090
H 6.70247 -10.59654 -22.89596 0.275
C 5.62024 -14.46708 -26.48755 -0.270
O 5.54125 -15.59879 -25.60991 -0.564
H 6.57094 -14.41921 -27.02054 0.248
H 4.87641 -14.59746 -27.27469 0.165
H 5.34069 -13.58425 -25.91157 0.094
H 6.21251 -15.45259 -24.93727 0.309
C 5.75916 -4.65542 -24.93991 -0.580
O 5.82454 -6.06343 -24.90343 -0.390
H 4.94207 -4.37713 -24.26355 0.193
H 6.69764 -4.16303 -24.69843 0.298
H 5.47357 -4.28987 -25.93594 0.205
H 4.91360 -6.39792 -24.88187 0.176
C 3.51914 -6.29787 -28.60004 0.392
O 4.45703 -7.06087 -28.37131 -0.668
N 3.66532 -5.07269 -29.16986 -0.433
N 2.20580 -6.70061 -28.56554 -0.286
H 2.93457 -4.40550 -28.98996 0.178
H 4.57491 -4.68334 -29.35332 0.275
H 2.08549 -7.69673 -28.42255 -0.062
H 1.55871 -6.23338 -29.17199 0.283
C 1.95859 -9.93276 -32.43844 0.684
O 2.06896 -11.15620 -32.53814 -0.690
N 2.64551 -9.21267 -31.52031 0.006
N 0.97832 -9.24428 -33.10285 -0.374
H 3.31011 -9.74693 -30.98826 -0.106
H 2.33020 -8.28868 -31.30044 0.110
H 0.41247 -9.73034 -33.77054 0.222
H 0.81364 -8.28727 -32.85843 0.161
C 5.63741 -12.31761 -29.35009 0.423
O 6.34527 -11.42960 -28.83532 -0.699
N 6.07034 -13.45729 -29.92350 -0.388
N 4.31485 -12.07727 -29.54174 0.034
H 5.44144 -14.11865 -30.33511 0.175
H 6.95456 -13.76032 -29.54240 0.316
H 3.86675 -11.21633 -29.26182 -0.377
H 3.77207 -12.67707 -30.14049 0.240
C 5.86181 -8.35897 -31.27285 0.548
O 5.57963 -7.21527 -31.61642 -0.699
N 5.34450 -8.98522 -30.16155 0.851
N 6.66852 -9.14323 -32.03795 -0.389
H 4.74562 -8.44428 -29.54647 -0.463
H 5.80723 -9.83700 -29.85823 -0.176
H 6.97096 -8.73094 -32.90180 0.241
H 6.70420 -10.14433 -31.97290 0.150
C 3.41286 -9.85834 -26.93766 0.067
O 2.93227 -9.78200 -28.08707 -0.311
N 3.15168 -10.97199 -26.18871 0.180
N 4.23615 -8.98345 -26.34506 1.250
H 3.47565 -11.04611 -25.23013 -0.132
H 2.72787 -11.80082 -26.56067 0.296
H 4.35975 -9.03476 -25.35095 0.028
H 4.52143 -8.14000 -26.83222 -0.568
C -0.78793 -9.27992 -28.26877 0.517
O -1.84733 -8.68587 -28.44067 -0.702
N -0.44294 -9.93119 -27.11318 -0.282
N 0.22386 -9.31333 -29.19012 -0.096
H 0.43574 -10.41181 -27.09991 0.151
H -1.12521 -9.95114 -26.37860 0.195
H 1.11757 -9.62909 -28.85227 0.043
H 0.20994 -8.87923 -30.09171 0.080
C 3.44578 -13.20613 -23.19076 0.360
O 2.23683 -13.45666 -23.21856 -0.691
N 3.92976 -11.97498 -23.44883 -0.049
N 4.35578 -14.16239 -22.83919 -0.382
H 3.26010 -11.21142 -23.37582 0.100
H 4.92210 -11.77154 -23.46801 0.115
H 3.97219 -15.09001 -22.90830 0.273
H 5.32583 -13.96784 -23.02173 0.200
C 8.64076 -8.56636 -27.39777 0.533
O 9.64360 -7.99839 -26.97434 -0.726
N 8.63515 -9.75449 -28.06664 -0.197
N 7.37891 -8.05132 -27.26439 0.104
H 7.77563 -10.24135 -28.28480 0.231
H 9.44938 -10.27182 -28.33890 0.209
H 6.69236 -8.44166 -27.87935 -0.106
H 7.29840 -7.17925 -26.76960 0.037
C 1.92276 -9.47232 -21.78846 0.742
O 1.94412 -10.03786 -22.88908 -0.761
N 2.46598 -8.26141 -21.53675 -0.300
N 1.39840 -10.10368 -20.70435 -0.459
H 3.05471 -7.75973 -22.18161 0.172
H 2.37775 -7.88822 -20.60969 0.161
H 1.46211 -9.67762 -19.80153 0.140
H 0.87512 -10.93526 -20.91648 0.268
C 2.24877 -6.34443 -24.65360 0.759
O 3.23846 -6.72601 -24.01886 -0.727
N 1.25279 -7.18328 -25.05859 -0.253
N 1.92616 -5.02036 -24.78257 -0.458
H 1.26942 -8.16659 -24.83908 0.118
H 0.37797 -6.70097 -25.13314 0.197
H 2.58490 -4.40175 -24.34190 0.249
H 1.11733 -4.72452 -25.28926 0.165
```

Summary:
energy above the lowest of the compared OMol25 structures with the same formula, charge and spin = 0.3627 eV
frontier orbital gap = 0.333 Eh
LUMO energy = 0.0 eV
calculated total energy = -2600.1772 a.u.
M = 696.69 g mol⁻¹
largest force on an atom = 2.836 eV Å⁻¹
HOMO level = -0.3314 Eh

=====

Entry 2:
Here is a molecular structure, C3H3N3O in a non-equilibrium geometry from the Open Molecules 2025 dataset. Energies are from ωB97M-V/def2-TZVPD.

XYZ file:
```
10
Properties=species:S:1:pos:R:3:mulliken_charge:R:1
O -1.83276 2.06717 0.87926 -0.181
C -1.17387 1.36655 0.26022 0.186
N -0.15838 -0.98118 1.08605 -0.303
C -0.34471 -1.24706 -0.19599 -0.033
N 0.56903 -0.61277 -1.01464 -0.487
C 1.29778 0.12558 -0.09160 -0.066
N 0.91571 -0.08366 1.15301 -0.299
H -0.24957 0.45523 -1.10342 0.458
H -1.11676 -1.89307 -0.59110 0.364
H 2.09354 0.80319 -0.38178 0.362
```

Summary:
energy above the lowest of the compared OMol25 structures with the same formula, charge and spin = 3.1656 eV
frontier orbital gap = 0.399 Eh
LUMO energy = 0.4 eV
calculated total energy = -355.5236 a.u.
M = 97.08 g mol⁻¹
largest force on an atom = 4.328 eV Å⁻¹
HOMO level = -0.3848 Eh

=====

Entry 3:
Here is a molecular structure, C29H36InO16 in a non-equilibrium geometry from the Open Molecules 2025 dataset. Energies are from ωB97M-V/def2-TZVPD.

XYZ file:
```
82
Properties=species:S:1:pos:R:3:mulliken_charge:R:1
C -6.78750 2.50158 3.26498 -0.889
C -6.22001 1.91412 1.90202 0.655
O -5.30858 1.06626 1.97388 -0.531
O -6.74152 2.39412 0.67164 -0.401
C -5.92573 1.83710 -0.40903 0.056
C -6.40071 2.35603 -1.85740 -0.773
C -5.33818 1.89627 -2.96239 0.380
C -5.48958 0.35950 -3.42016 -0.733
C -4.66373 -0.67598 -2.52678 -0.467
C -3.16404 -0.97159 -3.02858 -0.160
C -2.54602 0.12090 -4.01441 -0.072
C -0.92472 0.08557 -4.08700 -1.238
In 0.09469 0.19199 -2.07675 0.805
C -0.53476 1.93635 -0.78518 -0.707
O -0.60458 3.15291 -1.61039 -0.303
O -1.94282 3.51819 -1.60372 -0.319
H -7.25514 1.63948 3.84115 0.266
H -7.49883 3.36943 3.07770 0.257
H -5.87564 2.82953 3.87541 0.272
H -4.82744 2.09441 -0.28986 0.184
H -6.12490 0.70848 -0.40319 0.203
H -7.46967 2.06113 -2.09671 0.332
H -6.33075 3.50480 -1.80630 0.295
H -5.47127 2.52381 -3.91293 0.312
H -4.30357 2.10012 -2.52149 -0.635
H -5.30260 0.20529 -4.54122 0.268
H -6.60608 0.10867 -3.27515 0.414
H -4.61321 -0.40679 -1.42135 0.174
H -5.22321 -1.68218 -2.57283 0.290
H -2.53559 -1.16095 -2.09099 -0.096
H -3.19366 -1.97367 -3.58777 0.243
H -2.94578 -0.12923 -5.06713 0.292
H -2.82181 1.19689 -3.77698 0.044
H -0.60652 1.01939 -4.68188 0.287
H -0.55793 -0.80914 -4.71404 0.304
H 1.90364 0.26896 -2.20543 -0.409
H -0.29910 -1.30968 -1.14313 -0.404
H -1.52306 1.72638 -0.23750 0.228
H 0.23183 2.16217 0.04740 0.252
H -2.37291 2.83635 -2.17098 0.168
C 2.38434 -3.87377 3.09971 -0.995
C 1.62449 -3.13447 2.28656 0.352
C 2.22834 -2.19214 1.30244 0.715
O 1.50479 -1.55176 0.56845 -0.285
C 3.69112 -2.07680 1.26855 -0.910
C 4.44858 -2.81343 2.08362 0.468
C 3.84471 -3.77457 3.04803 0.900
O 4.57413 -4.44287 3.76360 -0.543
O 5.80781 -2.71860 2.06839 -0.587
O 0.27086 -3.21044 2.32074 -0.598
H 1.95912 -4.56298 3.81700 0.432
H 4.11647 -1.37667 0.56194 0.471
H 6.12094 -3.35148 2.74493 0.275
H -0.04219 -2.58187 1.63764 0.335
C 8.59688 -8.65958 4.16231 -0.893
C 8.62097 -7.41115 3.69097 0.350
C 7.51273 -6.45271 3.96970 0.869
O 7.58077 -5.31533 3.53745 -0.590
C 6.37267 -6.93110 4.75913 -0.919
C 6.34779 -8.18083 5.22723 0.447
C 7.46842 -9.12960 4.97142 0.849
O 7.41886 -10.25797 5.43080 -0.623
O 5.29795 -8.64093 5.95820 -0.569
O 9.65776 -6.96029 2.93764 -0.576
H 9.39530 -9.36340 3.96908 0.407
H 5.56675 -6.23203 4.93944 0.564
H 5.52023 -9.56591 6.17691 0.342
H 9.43847 -6.03283 2.72373 0.350
C -0.85376 8.10757 -2.23189 -0.821
C -0.68186 6.82756 -1.87965 0.344
C 0.68674 6.22000 -1.80904 0.799
O 0.82354 5.06161 -1.46831 -0.458
C 1.83129 7.06884 -2.16696 -0.972
C 1.65073 8.34183 -2.52032 0.353
C 0.29315 8.95314 -2.56367 1.032
O 0.17317 10.12916 -2.87506 -0.653
O 2.70267 9.13965 -2.85690 -0.588
O -1.74467 6.04083 -1.57433 -0.481
H -1.83403 8.56158 -2.28542 0.429
H 2.81299 6.61613 -2.12997 0.430
H 2.31021 10.00759 -3.06975 0.337
H -1.37821 5.15304 -1.34985 0.365
```

Summary:
frontier orbital gap = 0.158 Eh
LUMO energy = -0.4 eV
calculated total energy = -2520.3664 a.u.
M = 755.41 g mol⁻¹
largest force on an atom = 3.729 eV Å⁻¹
total charge = -1
HOMO level = -0.1719 Eh

=====

Entry 4:
Here is 2 unconnected molecules or ions with the total composition C3H8N2O2 from the Open Molecules 2025 dataset. Energies are from ωB97M-V/def2-TZVPD.

XYZ file:
```
15
Properties=species:S:1:pos:R:3:mulliken_charge:R:1
N 2.24978 0.94964 -0.23323 -0.594
C 0.91068 0.69279 -0.70450 0.228
O 0.02268 1.62933 -0.18029 -0.562
N 0.50783 -0.72455 -0.54294 -0.475
C -0.67715 -1.00625 -0.90384 -0.625
C -1.49231 -0.67552 1.39818 -0.183
O -1.85491 0.47512 1.26404 -0.512
H 2.25262 1.26483 0.72912 0.247
H 2.81797 0.11347 -0.31858 0.240
H 0.93271 0.78176 -1.79804 0.288
H -0.99160 -2.05128 -0.91632 0.398
H -1.41829 -0.25640 -1.20818 0.400
H -0.48374 -0.95640 1.73218 0.349
H -2.18166 -1.50809 1.18829 0.320
H -0.59462 1.27155 0.49412 0.480
```

Summary:
energy above the lowest of the compared OMol25 structures with the same formula, charge and spin = 3.2153 eV
frontier orbital gap = 0.348 Eh
SMILES = C=N[C@H](N)O.C=O
LUMO energy = 0.0 eV
calculated total energy = -379.0228 a.u.
M = 104.11 g mol⁻¹
largest force on an atom = 0.811 eV Å⁻¹
HOMO level = -0.3491 Eh

=====

frontier orbital gap of number 2 (C3H3N3O)? 0.399 Eh

=====

Repeat the second record exactly.
Here is a molecular structure, C3H3N3O in a non-equilibrium geometry from the Open Molecules 2025 dataset. Energies are from ωB97M-V/def2-TZVPD.

XYZ file:
```
10
Properties=species:S:1:pos:R:3:mulliken_charge:R:1
O -1.83276 2.06717 0.87926 -0.181
C -1.17387 1.36655 0.26022 0.186
N -0.15838 -0.98118 1.08605 -0.303
C -0.34471 -1.24706 -0.19599 -0.033
N 0.56903 -0.61277 -1.01464 -0.487
C 1.29778 0.12558 -0.09160 -0.066
N 0.91571 -0.08366 1.15301 -0.299
H -0.24957 0.45523 -1.10342 0.458
H -1.11676 -1.89307 -0.59110 0.364
H 2.09354 0.80319 -0.38178 0.362
```

Summary:
energy above the lowest of the compared OMol25 structures with the same formula, charge and spin = 3.1656 eV
frontier orbital gap = 0.399 Eh
LUMO energy = 0.4 eV
calculated total energy = -355.5236 a.u.
M = 97.08 g mol⁻¹
largest force on an atom = 4.328 eV Å⁻¹
HOMO level = -0.3848 Eh